(1)
Formula: C48H64N13O
Source: OMol25
Level of theory: wB97M-V/def2-TZVPD

Results
E (hartree): -2654.372215
Frontier orbital gap (eV): 4.059
Charge: -1

```
126
Properties=species:S:1:pos:R:3:forces:R:3:lowdin_charge:R:1
N 0.38027 -1.24867 1.84389 -0.251 -0.042 0.058 -0.02
C -0.38338 -0.95633 0.58581 0.164 -0.142 -0.047 -0.32
C 0.30381 -0.09473 -0.45360 0.212 -0.343 0.081 -0.39
N 1.06998 -1.05409 -1.37517 -0.204 -0.264 0.082 -0.06
C 1.34823 0.81824 0.17002 -0.184 0.376 -0.363 -0.24
C 1.21046 2.21934 -0.34735 -0.030 0.168 -0.099 -0.29
O 0.23285 2.92852 -0.23994 -0.072 0.126 0.242 -0.03
H 1.07247 -1.97105 1.67666 0.097 0.109 -0.041 0.03
H -0.26764 -1.63764 2.52347 0.061 -0.018 0.029 0.03
H -1.34227 -0.54029 0.90863 0.073 0.090 0.052 0.08
H -0.62370 -1.90723 0.07764 -0.258 0.090 -0.021 0.06
H 1.70062 -0.49371 -1.93984 0.100 -0.066 0.076 0.02
H 0.39340 -1.37834 -2.05884 0.006 0.094 -0.037 0.04
H 1.25847 0.90426 1.26320 -0.029 -0.203 -0.019 0.10
H 2.36710 0.46939 -0.07975 0.061 0.046 0.252 0.09
H 2.09754 2.66957 -0.86345 0.036 -0.160 -0.090 0.10
N -2.86106 -3.23193 4.29507 -0.007 -0.007 0.030 0.00
C -3.34795 -1.95804 4.18976 0.041 -0.009 0.003 -0.15
C -4.52815 -2.01700 3.49819 -0.023 -0.026 0.030 -0.11
C -4.76437 -3.38247 3.17783 -0.014 0.016 -0.011 -0.12
C -3.71731 -4.10642 3.68216 0.011 0.001 0.010 -0.15
H -2.00135 -3.48403 4.74627 0.012 0.007 -0.030 0.14
H -2.81009 -1.12362 4.60601 0.000 0.018 -0.036 0.11
H -5.14982 -1.17471 3.24478 0.010 0.003 -0.013 0.09
H -5.60311 -3.78819 2.63693 -0.001 -0.011 0.011 0.08
H -3.51014 -5.16255 3.65324 -0.002 0.001 -0.014 0.10
N 1.29414 -4.04741 0.07800 -0.078 0.123 -0.130 0.02
C 2.48466 -4.65661 -0.17879 -0.032 -0.031 0.009 -0.14
C 2.58572 -5.75487 0.64157 -0.008 -0.051 -0.021 -0.14
C 1.39874 -5.80153 1.42583 0.001 -0.023 -0.019 -0.13
C 0.62672 -4.72727 1.05226 -0.046 -0.024 -0.067 -0.15
H 0.98571 -3.18812 -0.37639 0.215 0.154 0.007 0.09
H 3.15665 -4.25760 -0.91914 0.014 0.026 0.025 0.11
H 3.41284 -6.44554 0.67186 0.008 0.009 0.011 0.09
H 1.14247 -6.53318 2.17491 0.006 0.006 0.009 0.08
H -0.33808 -4.39222 1.39521 0.005 0.007 0.007 0.10
N 4.59349 0.96136 -2.79096 0.024 0.010 -0.032 0.01
C 5.25479 1.42395 -1.68926 -0.040 0.020 0.026 -0.15
C 6.16300 0.46980 -1.31501 0.042 0.013 -0.015 -0.11
C 6.04857 -0.60868 -2.23400 -0.028 -0.008 0.021 -0.11
C 5.06776 -0.27522 -3.12950 0.000 0.011 -0.005 -0.14
H 3.86007 1.45132 -3.26987 -0.029 -0.018 0.033 0.14
H 5.01675 2.38379 -1.26385 -0.010 -0.010 0.018 0.10
H 6.83578 0.53234 -0.47549 0.030 -0.001 -0.025 0.07
H 6.61109 -1.52717 -2.22932 -0.004 -0.002 0.004 0.09
H 4.66482 -0.81425 -3.96935 -0.005 -0.010 0.009 0.10
N -8.98579 -5.71507 2.55203 -0.012 -0.007 0.008 0.00
C -8.32553 -5.20083 3.63454 -0.021 -0.005 -0.004 -0.14
C -7.39668 -6.12297 4.03519 0.002 -0.024 0.020 -0.12
C -7.50129 -7.23792 3.15883 0.023 0.006 -0.022 -0.13
C -8.49063 -6.95567 2.25504 -0.010 0.016 0.003 -0.14
H -9.71993 -5.25125 2.05064 0.011 0.004 -0.005 0.14
H -8.56500 -4.22593 4.02295 0.016 0.005 -0.002 0.11
H -6.71296 -6.00707 4.85948 0.017 0.017 -0.017 0.09
H -6.91442 -8.14093 3.18703 0.001 0.001 -0.009 0.09
H -8.87826 -7.52746 1.42955 0.009 -0.002 -0.003 0.10
N -0.36495 5.58075 -1.21932 -0.132 0.016 0.062 0.03
C -1.10698 6.11212 -2.23008 0.014 -0.026 0.013 -0.13
C -0.55206 7.31962 -2.58190 0.016 0.006 -0.018 -0.13
C 0.57656 7.51998 -1.73918 -0.008 0.030 -0.010 -0.15
C 0.66007 6.42393 -0.91314 0.023 -0.042 -0.023 -0.15
H -0.51090 4.68015 -0.77291 0.249 -0.125 -0.134 0.11
H -1.96607 5.59110 -2.61742 -0.004 0.009 -0.004 0.11
H -0.91270 7.98076 -3.35382 -0.022 0.019 0.027 0.08
H 1.25096 8.36139 -1.74421 -0.009 0.007 0.013 0.09
H 1.36383 6.17258 -0.13757 -0.016 0.000 0.017 0.10
N 0.82225 -7.71430 -1.54773 -0.025 0.077 0.028 0.02
C 0.26101 -7.83795 -2.78469 0.001 0.011 0.017 -0.14
C 0.31730 -9.16058 -3.14469 0.003 -0.010 0.003 -0.13
C 0.94042 -9.85987 -2.07544 0.000 -0.002 -0.010 -0.13
C 1.23930 -8.93509 -1.10705 -0.002 0.008 0.001 -0.15
H 0.93052 -6.85459 -1.03010 0.055 -0.021 0.028 0.11
H -0.13074 -6.97992 -3.30358 0.001 -0.003 -0.005 0.10
H -0.04653 -9.57816 -4.06894 -0.002 0.000 0.000 0.08
H 1.14596 -10.91634 -2.02318 -0.002 0.000 0.000 0.08
H 1.71160 -9.04214 -0.14561 0.002 0.002 -0.001 0.10
N 2.23934 6.57082 -4.38296 0.094 -0.135 -0.009 0.02
C 1.68566 6.67191 -5.62384 -0.129 0.013 0.006 -0.16
C 2.59146 7.28902 -6.44947 0.011 0.013 0.014 -0.11
C 3.74424 7.56478 -5.66615 -0.014 0.026 0.004 -0.12
C 3.49136 7.10881 -4.39627 -0.009 0.001 -0.004 -0.14
H 1.78048 6.18036 -3.57524 -0.050 0.139 0.039 0.12
H 0.69784 6.28577 -5.81247 0.049 -0.115 -0.026 0.10
H 2.44296 7.51598 -7.49227 0.005 -0.013 -0.003 0.09
H 4.65109 8.04475 -5.99429 0.001 -0.003 0.000 0.09
H 4.09530 7.12778 -3.50522 0.004 0.008 -0.003 0.11
N -1.35481 8.29794 -6.61120 -0.016 -0.009 0.020 0.01
C -1.46061 9.64723 -6.79427 0.008 -0.002 -0.001 -0.14
C -2.59606 9.88461 -7.52401 -0.007 -0.005 -0.002 -0.12
C -3.19809 8.62423 -7.78978 0.000 0.009 -0.001 -0.12
C -2.40698 7.66620 -7.21177 0.009 0.001 0.005 -0.14
H -0.61121 7.84215 -6.11158 0.044 0.073 0.006 0.10
H -0.72285 10.31987 -6.39168 0.003 0.000 -0.006 0.11
H -2.95528 10.85237 -7.83219 -0.001 0.000 0.001 0.08
H -4.10628 8.44242 -8.33988 0.000 -0.001 0.001 0.09
H -2.50565 6.59468 -7.17665 -0.006 0.001 -0.002 0.11
N -8.39055 -11.71950 6.75273 -0.001 0.000 0.003 -0.01
C -9.27899 -11.97965 5.74485 0.006 -0.002 0.008 -0.15
C -9.37515 -10.85369 4.97147 0.002 -0.001 -0.005 -0.11
C -8.51035 -9.87497 5.53383 -0.007 0.006 0.033 -0.10
C -7.91843 -10.43997 6.63122 -0.002 -0.020 0.001 -0.14
H -8.12601 -12.36700 7.47099 0.005 0.000 -0.007 0.14
H -9.76233 -12.93807 5.66290 -0.004 0.002 -0.003 0.10
H -9.99458 -10.74097 4.09735 0.003 0.003 -0.001 0.09
H -8.34527 -8.87388 5.17223 -0.020 0.002 -0.006 0.07
H -7.20284 -10.04265 7.33045 -0.003 0.007 -0.001 0.10
N 7.96845 1.80445 2.17164 -0.033 0.008 -0.028 0.01
C 8.49177 2.83423 2.90189 0.001 -0.004 -0.006 -0.14
C 9.67357 2.40438 3.44517 0.005 -0.007 -0.003 -0.12
C 9.86806 1.06028 3.02359 0.003 0.009 0.002 -0.12
C 8.79767 0.72056 2.23911 -0.004 0.004 -0.007 -0.14
H 7.10189 1.83712 1.66515 -0.008 -0.017 0.018 0.14
H 7.98274 3.77994 2.97297 0.001 0.000 0.008 0.10
H 10.32524 2.98709 4.07464 0.000 0.000 -0.001 0.08
H 10.69693 0.41746 3.26874 0.000 0.000 -0.001 0.09
H 8.55756 -0.19531 1.72688 -0.001 -0.005 0.010 0.10
N 1.55006 10.01817 2.49314 0.006 0.004 0.004 0.00
C 1.52452 8.99627 1.58445 -0.025 0.010 -0.003 -0.14
C 2.78249 8.45824 1.52733 0.012 0.018 0.004 -0.11
C 3.59763 9.18566 2.43814 0.002 -0.004 -0.005 -0.12
C 2.80777 10.14144 3.01879 -0.010 0.003 -0.003 -0.15
H 0.76346 10.59087 2.73528 -0.001 -0.009 0.001 0.14
H 0.62162 8.73832 1.05715 0.020 -0.027 -0.022 0.10
H 3.08738 7.63475 0.90352 0.001 0.002 -0.002 0.08
H 4.64265 9.02345 2.64329 -0.001 -0.001 0.002 0.09
H 3.03217 10.89181 3.75728 0.006 -0.001 -0.001 0.10
```
Positions in Å, forces in eV/Å.

=====

(2)
Formula: C3H5FO3
Source: OMol25
Level of theory: wB97M-V/def2-TZVPD

Results
SMILES string: OC1(O)OC[C@H]1F
E (hartree): -442.830996
Frontier orbital gap (eV): 10.655
Relative energy (zero: lowest compared OMol25 entry of this formula, charge and spin) (kJ/mol): 181.3

```
12
Properties=species:S:1:pos:R:3:forces:R:3:lowdin_charge:R:1
O -1.34668 0.86792 -1.00734 -2.277 1.341 -1.396 0.18
C -0.88193 0.16170 -0.04539 5.062 -3.237 1.808 -0.54
O -1.73763 -0.18324 0.90481 -1.627 -0.884 0.505 0.12
O -0.04657 -1.16787 -0.62524 -1.233 2.235 0.844 -0.11
C 1.18820 -0.69388 0.00837 -0.532 -0.949 -2.722 -0.14
C 0.59380 0.56933 0.54141 -0.252 -0.566 2.654 -0.23
F 1.17388 1.62634 -0.04830 0.065 1.548 -1.411 0.02
H -0.75605 0.79547 -1.73595 0.836 0.098 -1.170 0.13
H -2.48524 -0.78164 0.60629 1.383 1.122 0.039 0.17
H 1.94059 -0.50305 -0.80771 -0.537 0.232 0.786 0.13
H 1.59676 -1.51092 0.56441 0.155 -0.034 1.194 0.11
H 0.76086 0.81983 1.64465 -1.041 -0.907 -1.130 0.17
```
Positions in Å, forces in eV/Å.

=====

(3)
Formula: C8H15N2O
Source: OMol25
Level of theory: wB97M-V/def2-TZVPD

Results
SMILES string: CC[C@@]1(C)[NH+]=C(C)N[C@@H]1C=O
E (hartree): -498.272941
Frontier orbital gap (eV): 10.318
Relative energy (zero: lowest compared OMol25 entry of this formula, charge and spin) (kJ/mol): 250.2
Charge: +1

```
26
Properties=species:S:1:pos:R:3:forces:R:3:lowdin_charge:R:1
C 1.22709 0.86140 1.93928 1.485 3.596 -0.104 -0.08
C -0.04254 0.14476 2.04289 0.556 0.884 -3.047 -0.19
C -0.54501 -0.17889 0.64760 2.166 -3.007 -1.082 -0.36
C -1.96575 -0.56843 0.61790 -2.140 0.073 -1.134 -0.01
N -0.50042 0.91799 -0.27710 3.223 0.782 -1.019 0.12
C 0.41876 0.75307 -1.28222 -1.169 -0.087 -0.355 -0.24
C 0.53759 1.70799 -2.43541 0.478 -5.888 -1.752 0.07
N 0.95870 -0.45560 -1.32084 -0.097 1.447 -0.368 0.13
C 0.60119 -1.29111 -0.22959 -2.176 0.310 0.055 -0.10
C -0.29225 -2.42871 -0.71094 0.065 0.669 -0.224 -0.23
O -0.80928 -2.54801 -1.80041 0.889 0.140 1.329 0.10
H 1.95929 0.18510 1.59925 1.258 -0.566 -0.669 0.06
H 1.60713 1.26340 2.89436 -0.331 -0.248 -0.295 0.10
H 1.22458 1.83595 1.21884 -0.015 -2.362 1.647 0.14
H -0.76131 0.74786 2.42708 -2.392 2.061 1.436 0.10
H -0.00756 -0.65862 2.67885 0.207 -2.362 1.193 0.12
H -2.28578 -0.74844 1.59925 -0.727 -0.536 1.424 0.08
H -2.28508 -1.42736 -0.00831 0.323 0.706 0.221 0.10
H -2.52545 0.35714 0.25494 0.377 -1.448 0.480 0.14
H -0.51718 1.78713 0.25165 -0.206 0.419 -0.854 0.17
H 0.10298 2.57969 -2.22776 -1.562 3.566 0.464 0.04
H -0.02825 1.09253 -3.28514 0.761 1.646 1.591 0.17
H 1.55114 1.71908 -2.81095 0.286 0.496 0.171 0.10
H 1.29728 -0.88108 -2.18825 -0.018 0.496 0.356 0.19
H 1.50227 -1.73594 0.22250 -0.526 0.474 0.591 0.16
H -0.42212 -3.03092 0.18250 -0.716 -1.261 -0.053 0.13
```
Positions in Å, forces in eV/Å.